Here is 2 unconnected molecules or ions with the total composition C4H12N3O7PS from OMol25. Energies are from ωB97M-V/def2-TZVPD.

```
28
Properties=species:S:1:pos:R:3:nbo_charge:R:1
H -2.34093 -2.22338 1.14621 0.1560
C -1.46735 -0.59433 0.06816 -0.3579
H 1.77042 2.33981 -0.37253 0.4218
C 0.21191 1.10608 0.24331 0.7104
P -0.62886 -0.44658 -2.83915 2.5068
O 2.32944 -0.62471 -1.21898 -0.8400
C -2.31582 -1.14189 1.21957 -0.0735
H -1.97009 0.16898 -0.49601 0.2625
O -1.88823 -0.12219 -3.66982 -1.2529
H 2.27360 -1.48197 1.23703 0.2595
O 0.61109 -0.59337 -3.73956 -1.2779
C 2.93641 -0.63555 1.29244 -0.8831
O -3.67444 -0.65790 1.12383 -0.7321
H -1.30432 2.10023 1.03156 0.3681
S 2.70340 0.27376 -0.23478 2.3310
O 3.91839 1.00021 -0.47017 -0.9998
H 0.00897 -0.37155 1.55643 0.3293
H 2.63604 -0.04739 2.14631 0.2124
H 3.97011 -0.92972 1.33755 0.2389
H -3.88724 -0.27060 1.97047 0.4419
H -0.15018 3.01289 0.26402 0.3509
N -0.66532 2.14389 0.24559 -0.7435
H -1.27539 -1.42954 -0.66675 0.3637
N 1.50008 1.40948 -0.11561 -0.8576
N -0.13077 -0.15694 0.56742 -0.6509
H -1.90796 -0.85773 2.19503 0.0972
O -0.42539 0.77741 -1.82917 -1.1376
O -0.83758 -1.74739 -1.99238 -1.2437
```

Values from the calculation:
E = -43265.281 eV
Largest force on an atom = 5.12 eV/Å
HOMO energy = 1.67 eV
Total charge = -2
LUMO level = 0.16377 Eh
Kohn-Sham gap = 2.78 eV